Entry 1:
The following is a DFT calculation (ωB97M-V/def2-TZVPD) of a structure of composition C14H24CuMgO11 in a non-equilibrium geometry.

Element x y z (Å)
Mg (1.5789, -2.7805, 1.7132)
Cu (1.7943, -0.5087, 3.7905)
C (3.5788, -3.0230, 4.2107)
O (2.5213, -2.5989, 3.3839)
H (4.3434, -2.2508, 4.3115)
H (3.1970, -3.3134, 5.1949)
H (4.0654, -3.9298, 3.8317)
C (-0.0668, -0.2702, 1.0088)
O (0.7055, -1.1033, 1.8603)
H (0.3218, 0.7251, 1.2475)
H (0.2245, -0.3733, -0.0502)
H (-1.1421, -0.3921, 1.1130)
C (1.6117, 2.9887, -0.5455)
C (1.2249, 3.4434, -1.9235)
C (1.7567, 4.8023, -2.3969)
O (2.8650, 4.4737, -3.2427)
C (2.8476, 3.1611, -3.5418)
O (3.6651, 2.5916, -4.1771)
O (1.8533, 2.5206, -2.8626)
H (0.9891, 3.5316, 0.1767)
H (2.6374, 3.2084, -0.2445)
H (1.4436, 1.9312, -0.3518)
H (0.1466, 3.4192, -2.0729)
H (2.0619, 5.4742, -1.6011)
H (1.0098, 5.2983, -3.0177)
C (0.0081, -0.7282, -3.4722)
C (0.1179, 0.2472, -4.6194)
C (-0.4490, -0.1683, -6.0045)
O (-1.3090, 1.0039, -6.3757)
C (-1.3878, 1.7474, -5.3442)
O (-2.1895, 2.7563, -5.3108)
O (-0.6917, 1.4417, -4.3343)
H (-0.8384, -1.4162, -3.5130)
H (-0.1274, -0.1584, -2.5519)
H (0.9169, -1.3242, -3.4259)
H (1.1480, 0.5761, -4.7416)
H (-1.1428, -1.0023, -5.9925)
H (0.3124, -0.2363, -6.7717)
C (-4.0585, -2.8325, 3.1322)
C (-3.4088, -1.9049, 4.1433)
C (-3.1979, -2.4319, 5.5693)
O (-1.7915, -2.3983, 5.7575)
C (-1.2054, -1.7741, 4.7425)
O (-0.0282, -1.5360, 4.7268)
O (-2.0406, -1.6234, 3.7144)
H (-3.6469, -3.8378, 3.2330)
H (-3.8990, -2.4849, 2.1144)
H (-5.1289, -2.8555, 3.3356)
H (-3.9255, -0.9463, 4.1682)
H (-3.6173, -3.4173, 5.7485)
H (-3.6539, -1.7209, 6.2574)

Values from the calculation:
- ΔE to the lowest compared entry with this formula, charge and spin: 0.0 kcal/mol
- Total energy: -3215.43987 Ha
- Kohn-Sham gap (spin up / spin down): 7.031 / 2.962 eV
- Charge: +2
- 2S+1: 2
- E_HOMO (spin up / spin down): -13.9 / -13.9 eV



Entry 2:
The following is a DFT calculation (ωB97M-V/def2-TZVPD) of a cluster of 5 separate species, C14H24F7N2O9S2 in total in a non-equilibrium geometry.

Element x y z (Å)
O (-21.1187, -8.3290, -18.7780)
H (-20.6130, -9.1605, -18.9271)
H (-20.4839, -7.6367, -18.4075)
H (-21.9013, -8.4773, -18.1319)
F (-22.6579, -8.7130, -16.8273)
C (-22.8477, -12.3383, -17.5605)
F (-23.2129, -11.6558, -16.4853)
F (-23.1211, -13.6302, -17.3484)
F (-23.5599, -11.9562, -18.6185)
S (-20.9920, -12.1200, -17.8541)
O (-20.6960, -13.3845, -18.4801)
O (-20.8315, -11.0231, -18.7731)
N (-20.4346, -11.9073, -16.3275)
S (-19.1488, -12.8611, -16.3423)
O (-19.2806, -14.2876, -16.2887)
O (-18.0639, -12.2752, -17.1050)
C (-18.4935, -12.4837, -14.6060)
F (-17.8980, -11.2883, -14.5721)
F (-19.5243, -12.4100, -13.7335)
F (-17.6822, -13.4294, -14.1525)
C (-22.2330, -3.8364, -18.7619)
O (-21.6695, -5.0327, -18.2801)
C (-20.6753, -4.7974, -17.2874)
C (-19.3578, -5.5047, -17.5001)
N (-19.2643, -6.9473, -17.3712)
C (-17.9662, -7.4214, -17.9080)
C (-17.8270, -8.9268, -18.1233)
O (-18.6723, -9.5186, -19.0858)
C (-18.3066, -9.2289, -20.4309)
H (-21.6017, -3.4120, -19.5524)
H (-22.4337, -3.0886, -17.9877)
H (-23.2017, -4.0416, -19.2194)
H (-21.1612, -5.1922, -16.3859)
H (-20.4552, -3.7370, -17.1535)
H (-18.6621, -5.0492, -16.7699)
H (-18.9034, -5.0817, -18.4027)
H (-19.2748, -7.2345, -16.4003)
H (-17.2166, -7.1732, -17.1413)
H (-17.6672, -6.8516, -18.7907)
H (-18.2556, -9.3863, -17.2240)
H (-16.7632, -9.1594, -18.2058)
H (-19.0777, -8.5435, -20.8041)
H (-18.3244, -10.1377, -21.0282)
H (-17.3633, -8.6979, -20.5818)
C (-25.1296, -8.7735, -20.2852)
C (-24.6620, -8.5548, -21.5688)
C (-24.0849, -7.3311, -21.8889)
C (-23.9255, -6.3791, -20.9008)
C (-24.3166, -6.6193, -19.5891)
C (-24.8175, -7.8824, -19.2693)
O (-25.0514, -8.2110, -17.9786)
O (-23.7420, -7.0130, -23.1759)
H (-25.6952, -9.6473, -19.9868)
H (-24.7121, -9.3352, -22.3209)
H (-23.4776, -5.4280, -21.1666)
H (-24.1450, -5.8852, -18.8166)
H (-24.2615, -8.0394, -17.4151)
H (-23.7709, -7.7279, -23.8135)

Values from the calculation:
- Total energy: -2829.93544 Ha
- Kohn-Sham gap: 7.643 eV
- Charge: -1
- 2S+1: 1
- E_HOMO: -5.4 eV



Entry 3:
The following is a DFT calculation (ωB97M-V/def2-TZVPD) of a structure of composition C14H24IMgN3OS2.

Element x y z (Å)
Mg (0.0545, 0.1135, -0.3759)
C (-2.2787, 2.2298, -0.3324)
N (-1.6558, 1.2875, 0.6112)
C (-1.0921, 2.0727, 1.7244)
C (-2.6446, 0.3361, 1.1276)
C (-2.9439, -0.7185, 0.0850)
N (-1.7184, -1.3989, -0.3317)
C (-1.9824, -2.2401, -1.5001)
C (-1.1679, -2.2460, 0.7404)
H (-3.1718, 2.6841, 0.1142)
H (-2.5620, 1.7257, -1.2556)
H (-1.5662, 3.0125, -0.5819)
H (-1.8665, 2.6905, 2.1961)
H (-0.3025, 2.7239, 1.3486)
H (-0.6548, 1.4046, 2.4632)
H (-3.5568, 0.8562, 1.4480)
H (-2.2226, -0.1384, 2.0139)
H (-3.3913, -0.2672, -0.8028)
H (-3.6841, -1.4284, 0.4835)
H (-2.7119, -3.0250, -1.2617)
H (-1.0485, -2.6921, -1.8272)
H (-2.3797, -1.6305, -2.3129)
H (-1.9223, -2.9562, 1.1057)
H (-0.7992, -1.6551, 1.5790)
H (-0.3151, -2.7907, 0.3384)
S (1.5620, 0.1544, 1.4844)
C (2.6527, -1.1601, 0.9473)
C (3.6267, -1.5567, 1.8636)
C (4.5543, -2.5420, 1.5665)
C (4.5158, -3.1532, 0.3234)
C (3.5504, -2.7778, -0.5957)
C (2.6013, -1.7894, -0.3186)
S (1.4122, -1.4462, -1.5914)
H (3.6462, -1.0701, 2.8309)
H (5.2984, -2.8262, 2.2998)
H (5.2335, -3.9228, 0.0673)
H (3.5154, -3.2555, -1.5666)
N (2.4393, 2.5207, -0.6015)
C (1.4240, 2.6128, -1.4469)
O (0.4843, 1.8018, -1.4597)
C (1.4125, 3.7397, -2.4455)
I (1.2051, 5.6314, -1.4817)
H (2.4144, 1.7432, 0.0776)
H (3.1920, 3.1864, -0.6225)
H (0.5602, 3.6187, -3.1025)
H (2.3353, 3.7756, -3.0178)

Values from the calculation:
- ΔE to the lowest compared entry with this formula, charge and spin: 0.0 kcal/mol
- Total energy: -2081.68057 Ha
- Kohn-Sham gap: 6.335 eV
- 2S+1: 1
- E_HOMO: -6.5 eV



Entry 4:
The following is a DFT calculation (ωB97M-V/def2-TZVPD) of a cluster of 3 separate species, C14H24N2O5 in total in a non-equilibrium geometry.

Element x y z (Å)
C (-1.5858, 1.4707, -2.0793)
O (-0.6544, 0.3211, -1.8323)
C (0.4217, 0.5502, -2.8290)
O (0.4799, -0.1748, -3.9490)
O (1.4297, 1.5926, -2.4444)
C (2.4648, 0.8227, -1.7373)
C (2.6211, 1.1643, -0.1419)
O (3.3473, -0.0006, 0.4602)
C (2.3934, -0.9761, 1.0179)
C (2.2219, -2.4319, 0.2781)
O (1.7350, -0.6373, 2.1336)
H (-2.1994, 1.1933, -3.0368)
H (-1.0176, 2.4835, -2.2635)
H (-2.2414, 1.5921, -1.1060)
H (2.2034, -0.3270, -1.8157)
H (3.5142, 0.9663, -2.2357)
H (1.6190, 1.3937, 0.4199)
H (3.3101, 2.1268, 0.0018)
H (3.2995, -2.8308, 0.0043)
H (1.4794, -2.4236, -0.6309)
H (1.7934, -3.1945, 1.0895)
C (-0.1584, 1.7342, 4.1977)
C (0.6920, 2.9039, 4.6831)
C (0.3106, 4.2308, 4.0238)
C (0.5046, 4.1312, 2.5196)
N (0.6654, 4.0485, 1.2716)
H (-0.0279, 1.5570, 3.1255)
H (0.1297, 0.8141, 4.7160)
H (-1.2220, 1.9158, 4.3907)
H (1.7477, 2.6804, 4.4860)
H (0.5800, 2.9982, 5.7689)
H (0.9385, 5.0385, 4.4145)
H (-0.7346, 4.4799, 4.2369)
C (-1.5868, -2.5283, -3.0153)
C (-3.0453, -2.8803, -2.7398)
C (-3.2484, -3.5533, -1.3809)
C (-2.4578, -4.8503, -1.3269)
N (-1.8018, -5.9263, -1.2822)
H (-0.9554, -3.4216, -3.0528)
H (-1.4938, -2.0245, -3.9826)
H (-1.1920, -1.8587, -2.2425)
H (-3.4082, -3.5383, -3.5388)
H (-3.6454, -1.9645, -2.7792)
H (-4.3100, -3.7726, -1.2254)
H (-2.9158, -2.8943, -0.5715)

Values from the calculation:
- ΔE to the lowest compared entry with this formula, charge and spin: 213.0 kcal/mol
- Total energy: -1033.31161 Ha
- Kohn-Sham gap: 10.819 eV
- SMILES string: COC(=O)OCCOC(C)=O.CCCC#N.CCCC#N
- 2S+1: 1
- E_HOMO: -10.5 eV



Entry 5:
The following is a DFT calculation (ωB97M-V/def2-TZVPD) of a structure of composition C14H25Cl3N3O2SSbV in a non-equilibrium geometry.

Element x y z (Å)
V (-0.9650, 0.2559, 0.9271)
N (-0.5596, 2.2988, 1.0224)
C (-1.2629, 2.9583, 2.1759)
C (-1.1528, 2.0414, 3.3716)
N (-1.7586, 0.7310, 3.0017)
H (0.4480, 2.4062, 1.1457)
H (-0.7966, 2.7846, 0.1602)
H (-2.3059, 3.0898, 1.8860)
H (-0.8356, 3.9372, 2.3782)
H (-1.6382, 2.4858, 4.2380)
H (-0.1081, 1.8627, 3.6247)
H (-2.7731, 0.8025, 3.0249)
H (-1.5110, 0.0275, 3.6935)
Cl (2.8123, -5.3752, 3.0579)
C (2.1566, -3.8471, 2.6538)
C (0.8804, -3.7847, 2.1023)
C (0.4004, -2.5355, 1.7972)
Cl (-1.1829, -2.2627, 1.0734)
C (1.1179, -1.3744, 2.0172)
O (0.5091, -0.2069, 1.6532)
C (2.3824, -1.4576, 2.5611)
Cl (3.2810, -0.0123, 2.8043)
C (2.9060, -2.6984, 2.8814)
H (0.3041, -4.6829, 1.9262)
H (3.8980, -2.7727, 3.3062)
C (-2.2733, -0.5889, -3.3618)
C (-0.9408, -1.1863, -2.9058)
Sb (0.1385, 0.0170, -1.5184)
C (1.9771, -1.0479, -1.3214)
C (2.6231, -1.3358, -2.6776)
C (0.7428, 1.7326, -2.6283)
C (-0.3447, 2.7855, -2.8431)
H (-2.7869, -1.2862, -4.0240)
H (-2.1354, 0.3386, -3.9173)
H (-2.9413, -0.3910, -2.5234)
H (-0.2640, -1.3315, -3.7471)
H (-1.0779, -2.1505, -2.4165)
H (1.7575, -1.9680, -0.7787)
H (2.6227, -0.4363, -0.6887)
H (1.9927, -1.9634, -3.3069)
H (3.5636, -1.8674, -2.5307)
H (2.8521, -0.4212, -3.2251)
H (1.0890, 1.3237, -3.5778)
H (1.6108, 2.1388, -2.1093)
H (-1.2088, 2.3849, -3.3715)
H (0.0486, 3.6062, -3.4432)
H (-0.7010, 3.2249, -1.9083)
O (-4.0518, 2.3916, 0.1249)
S (-3.9507, 0.9654, -0.0492)
N (-2.5877, 0.3939, 0.2653)

Values from the calculation:
- ΔE to the lowest compared entry with this formula, charge and spin: 0.0 kcal/mol
- Total energy: -3825.67978 Ha
- Kohn-Sham gap (spin up / spin down): 6.194 / 6.645 eV
- Charge: +2
- 2S+1: 2
- E_HOMO (spin up / spin down): -14.8 / -14.8 eV



Entry 6:
The following is a DFT calculation (ωB97M-V/def2-TZVPD) of a cluster of 3 separate species, C14H25ClFO5 in total.

Element x y z (Å)
C (-4.5704, -1.6436, 0.6948)
C (-3.0933, -1.8204, 0.3272)
C (-2.3104, -0.5215, 0.4617)
F (-1.0396, -0.8160, -0.2283)
C (-2.0291, 0.0834, 1.7852)
Cl (-2.3459, -1.0918, 3.1767)
C (-2.9080, 1.2995, 2.1204)
C (-2.8609, 2.3653, 1.0670)
O (-1.8456, 2.7572, 0.5355)
H (-4.6903, -1.2589, 1.7094)
H (-5.0622, -0.9562, -0.0022)
H (-5.0879, -2.6081, 0.6374)
H (-3.0458, -2.1310, -0.7257)
H (-2.6280, -2.6223, 0.9062)
H (-2.7812, 0.2127, -0.2051)
H (-3.9590, 1.0558, 2.3641)
H (-2.4926, 1.7640, 3.0305)
H (-3.8283, 2.8166, 0.7611)
O (2.6843, 4.9542, 4.0016)
C (2.5653, 4.4713, 2.9040)
O (1.4664, 3.7759, 2.6079)
C (1.1840, 3.2930, 1.2770)
C (1.8788, 1.9805, 0.9893)
C (3.6739, 4.6029, 1.8785)
H (1.4245, 4.0690, 0.5477)
H (0.1123, 3.1243, 1.2370)
H (2.9678, 2.0679, 1.0261)
H (1.5903, 1.6240, 0.0004)
H (1.5631, 1.2354, 1.7190)
H (4.4212, 3.8385, 2.0888)
H (4.1341, 5.5796, 2.0065)
H (3.3495, 4.4990, 0.8477)
O (-1.0343, -3.4333, -3.4677)
C (0.1225, -3.1802, -3.2872)
O (1.0402, -3.9757, -3.9078)
C (2.4400, -3.7073, -3.8684)
C (3.0925, -4.2407, -2.6093)
C (0.5941, -2.0737, -2.3781)
H (2.6334, -2.6428, -4.0062)
H (2.8409, -4.2198, -4.7430)
H (2.6955, -3.7562, -1.7178)
H (4.1701, -4.0723, -2.6402)
H (2.9084, -5.3113, -2.5184)
H (0.5786, -2.4306, -1.3494)
H (-0.1084, -1.2490, -2.4391)
H (1.5898, -1.7074, -2.6149)

Values from the calculation:
- Total energy: -1484.69415 Ha
- Kohn-Sham gap: 5.291 eV
- Charge: -1
- 2S+1: 1
- E_HOMO: -2.7 eV



> Which value of total energy does entry 5 give?

-3825.67978 Ha



> What is the total energy in the second record?

-2829.93544 Ha



> Among the records above, which one has the lowest total energy?

C14H25Cl3N3O2SSbV